ORCA calculation (ωB97M-V/def2-TZVPD) on a cluster of 2 separate species, C2H4Cl4Si in total.

Each line ends with the Mulliken charge.
Positions of all 11 atoms, in Å:
C1 1.468 -0.677 -2.500  -1.019
C2 -0.994 -2.096 -0.900  0.112
Si1 -0.349 -1.342 -2.418  0.456
Cl1 0.107 -3.226 0.057  -0.165
Cl2 -2.690 -2.316 -0.466  -0.168
Cl3 -1.433 -0.042 -3.610  -0.218
Cl4 -1.231 -1.783 3.138  -0.268
H1 1.204 0.265 -2.115  0.305
H2 2.176 -1.069 -1.785  0.335
H3 1.932 -0.413 -3.389  0.381
H4 -2.247 -1.890 2.178  0.247

- Energy above the lowest of the compared OMol25 structures with the same formula, charge and spin: 130.10 kcal per mole
- Maximum force: 0.0535 Eh/bohr
- LUMO: -0.030 Ha

ORCA calculation (ωB97M-V/def2-TZVPD) on an isolated molecule of C2H4ClFS.

Each line ends with the Mulliken charge.
Positions of all 9 atoms, in Å:
C1 -0.676 -0.361 -0.108  -0.620
C2 0.139 0.854 0.280  0.145
H1 1.286 -1.762 -0.074  0.134
H2 -1.469 -0.114 -0.811  0.343
H3 -1.080 -0.763 0.842  0.306
H4 -0.478 1.605 0.772  0.264
F1 1.142 0.453 1.108  -0.231
S1 0.275 -1.631 -0.948  -0.186
Cl1 0.861 1.721 -1.060  -0.154

- Energy above the lowest of the compared OMol25 structures with the same formula, charge and spin: 0.00 kcal per mole
- Maximum force: 0.0140 Eh/bohr
- LUMO: 0.031 Ha